# 1
Below is a structure of composition C10H22 in a non-equilibrium geometry, with properties calculated with the ωB97M-V functional and the def2-TZVPD basis.

Output
E_HOMO (eV): -10.2335
Energy relative to the best compared isomer or geometry (same formula, charge and spin) (eV): 6.0318
LUMO (eV): 0.82
Spin multiplicity: 1
Charge: 0

```
32
Properties=species:S:1:pos:R:3:forces:R:3:nbo_charge:R:1
C -2.5460 -1.4123 1.5053 3.46 -3.05 2.06 -0.40
C -1.4735 -0.5068 2.1492 -1.33 1.78 1.02 -0.43
C -0.0963 -1.1556 2.0041 3.55 -0.93 2.32 -0.43
C -0.2524 -2.4805 1.2744 -0.56 0.39 -0.55 -0.42
C -1.5122 -2.1566 0.4771 -2.43 -0.31 -1.18 -0.39
C 1.0267 1.3981 -1.2449 -0.98 -1.20 -0.35 -0.18
C 1.3856 2.1621 -2.5200 -0.60 1.61 -0.43 -0.61
C 1.6862 2.0062 -0.0728 0.44 4.07 0.76 -0.63
C 1.5651 -0.0114 -1.3125 2.12 -2.64 -0.69 -0.62
C -0.5229 1.2719 -1.2205 -1.73 -0.87 -2.17 -0.61
H -3.0398 -2.0276 2.3416 0.98 0.07 -1.42 0.19
H -3.3365 -0.8834 1.1149 -1.48 1.26 -1.51 0.21
H -1.8057 -0.2697 3.2600 0.98 0.11 -2.36 0.22
H -1.5177 0.3785 1.4095 0.42 -0.64 1.86 0.21
H 0.5703 -1.5609 2.8978 -1.91 1.60 -0.55 0.21
H 0.6776 -0.4721 1.5646 -1.03 -0.54 -0.19 0.21
H -0.5862 -3.2782 1.9911 0.67 0.57 -0.51 0.20
H 0.7171 -2.7917 0.7553 -1.61 0.29 0.36 0.22
H -1.9380 -3.1031 0.0790 0.01 0.79 -0.25 0.21
H -1.4055 -1.3549 -0.3492 0.14 -1.77 1.17 0.19
H 0.5333 3.0437 -2.5861 2.71 -1.73 -0.04 0.22
H 2.5089 2.5642 -2.4670 -2.54 -0.82 -0.62 0.22
H 1.1321 1.4346 -3.3639 0.91 1.31 0.66 0.22
H 1.1951 1.6246 0.8744 1.89 -0.17 -0.64 0.24
H 2.8421 2.1992 -0.3882 -2.38 -1.34 1.89 0.23
H 1.3852 3.1226 0.0212 0.11 -1.41 -0.38 0.20
H 1.2764 -0.8054 -0.5432 0.03 1.58 -0.63 0.22
H 2.6796 0.0524 -1.2558 -0.55 -0.06 0.22 0.21
H 1.4792 -0.5659 -2.2852 -0.63 0.76 0.49 0.21
H -0.6278 1.4616 -2.5720 -1.17 -0.66 4.43 0.22
H -0.8565 -0.0294 -1.0480 0.77 4.78 -0.30 0.22
H -1.1436 2.1460 -0.4902 1.73 -2.84 -2.46 0.24
```
Forces are in eV/Å.

# 2
Below is a structure of composition C10H22BCsF7LiNNaO14PSi2V in a non-equilibrium geometry, with properties calculated with the ωB97M-V functional and the def2-TZVPD basis.

Output
E_HOMO (eV): -6.0683
LUMO (eV): -2.45
Spin multiplicity: 1
Charge: 0

```
62
Properties=species:S:1:pos:R:3:forces:R:3:lowdin_charge:R:1
C 5.7961 1.9853 3.7248 0.40 -1.05 0.79 0.04
C 5.1044 2.5482 2.9336 -1.77 0.57 -1.28 -0.20
Si 3.7059 3.0890 1.8250 2.10 1.64 0.76 0.56
O 2.3812 3.5452 2.8003 0.66 -1.26 -0.86 -0.32
Si 1.2066 2.4935 2.4310 -1.69 0.81 0.29 0.56
C 1.5770 0.7306 3.1038 -0.49 -0.06 0.06 -0.66
F 2.7123 0.2374 2.5519 0.50 -0.58 -0.50 0.05
F 1.7129 0.4969 4.3876 0.31 0.60 0.94 0.10
F 0.5756 -0.1473 2.7239 0.07 -0.09 -0.51 0.04
P -0.6899 3.3418 3.2980 -0.68 0.73 1.00 0.37
O -0.3583 4.6725 3.7973 0.74 0.84 0.07 -0.29
O -1.8503 3.4361 2.1833 0.54 -1.05 0.46 -0.16
O -1.2196 2.4565 4.5285 -0.15 -0.18 -1.21 -0.16
H 6.2696 1.3181 4.4061 0.38 0.31 0.09 0.03
H 4.1498 4.2959 1.1108 -0.17 -0.07 -0.06 0.00
H 3.3573 2.0384 0.8720 -0.31 0.01 0.43 -0.03
H 1.0027 2.3103 0.9901 0.00 -0.30 -0.17 0.02
H -2.6931 3.3987 2.6525 -0.36 0.02 -0.17 0.09
H -1.2579 3.0736 5.2731 0.04 -0.18 0.33 0.09
N 1.9809 -0.8121 0.0127 -5.69 0.02 6.74 0.13
H 2.9286 -0.4427 -0.1782 -4.49 -1.34 3.87 -0.05
H 2.0522 -1.7684 0.3748 -0.46 0.32 0.27 0.13
H 1.5153 -0.2139 0.7075 -0.30 -0.67 0.07 0.11
H 1.4352 -0.8197 -0.8614 -0.27 1.09 2.24 0.02
B -0.4774 -3.3521 -1.9195 -0.89 -1.78 -0.28 -1.27
F 0.3644 -3.4265 -0.7556 -1.21 0.11 0.02 -0.06
F -0.0128 -2.2911 -2.7926 -11.08 -0.97 -1.66 -0.44
F -0.4273 -4.5568 -2.5986 0.24 0.66 0.28 0.16
F -1.7943 -3.0878 -1.5367 -0.13 0.33 0.40 0.07
O -0.5883 -8.1266 -5.1694 0.01 0.57 0.78 0.05
C -0.2536 -7.3532 -6.0583 -0.44 -4.84 -3.58 -0.29
C -0.0410 -5.7422 -5.2883 0.34 5.13 3.71 -0.31
O 0.2784 -4.9417 -6.1616 0.13 -0.67 -0.88 0.05
H -0.9602 -7.1497 -6.8815 -0.61 0.97 0.64 0.13
H 0.7120 -7.5168 -6.5693 0.69 0.68 0.87 0.13
H 0.6699 -5.9302 -4.4636 0.63 -1.05 -0.65 0.12
H -0.9937 -5.5746 -4.7600 -0.76 -0.79 -0.90 0.12
Li -3.5520 -2.6194 -1.5803 -0.70 1.13 -1.32 0.80
O -0.3293 -0.1315 6.0841 0.29 -0.21 -0.79 -0.72
V 0.2035 -1.1872 7.3218 0.33 -0.91 1.27 0.72
O 0.8305 -2.3269 8.4197 -0.24 0.62 -0.91 -0.71
Cs 1.9028 -2.1344 -2.3104 8.41 -7.76 -5.41 2.28
O -4.8569 -0.8403 -3.2446 0.46 -1.33 1.22 -0.61
H -4.7452 -0.3097 -4.0379 0.29 -0.06 0.14 -0.18
O -4.7273 2.0165 -3.1218 0.10 0.08 -0.95 0.14
C -4.3245 2.6019 -2.1825 -0.38 -0.18 0.43 -0.49
O -3.0112 2.9536 -2.0028 0.04 0.13 0.07 0.01
C -2.8472 3.5547 -0.7121 0.00 -0.05 0.02 -0.19
C -4.2315 4.0561 -0.3214 -0.08 0.03 0.14 -0.16
C -5.1444 3.0363 -0.9863 0.35 0.54 0.25 -0.07
H -2.4715 2.7964 -0.0201 -0.06 0.05 -0.07 0.10
H -2.1204 4.3614 -0.7775 0.10 -0.07 -0.11 0.12
H -4.3733 4.1362 0.7534 0.07 0.03 0.09 0.10
H -4.4032 5.0420 -0.7561 0.04 0.01 0.03 0.12
H -5.3241 2.1696 -0.3484 -0.09 -0.05 -0.11 0.13
H -6.0847 3.4780 -1.3011 -0.11 -0.29 -0.08 0.13
C 3.8816 0.0131 -0.8453 7.40 4.71 -2.94 -0.77
O 3.0219 -0.5758 -1.5746 8.70 7.57 -3.37 -0.69
O 4.5153 -0.9059 0.0523 -0.65 0.25 -0.95 0.10
O 4.2414 1.1827 -0.7766 -0.79 -1.88 -0.33 0.10
H 4.0366 -1.6792 -0.2772 1.26 -0.97 0.45 0.09
Na 1.6288 -1.8197 4.3098 -0.57 0.12 0.84 0.69
```
Forces are in eV/Å.

- Among the records above, which one has the highest E_HOMO?
  C10H22BCsF7LiNNaO14PSi2V